Entry 1:
{"formula": "C41H46N9O7PW", "method": "ωB97M-V with the def2-TZVPD basis set", "s2": 2.01, "total_charge": 2, "homo_lumo_gap_ev": [7.44, 6.48], "spin_multiplicity": 3, "homo_ev": [-12.75, -12.41], "elements": ["W", "O", "C", "O", "C", "C", "C", "C", "C", "C", "O", "N", "O", "O", "N", "O", "O", "H", "H", "C", "C", "N", "C", "C", "N", "C", "C", "H", "H", "H", "H", "H", "H", "H", "H", "H", "H", "H", "H", "N", "C", "C", "C", "N", "H", "H", "H", "H", "C", "C", "C", "C", "C", "C", "P", "C", "C", "C", "C", "C", "C", "C", "C", "C", "C", "C", "C", "H", "H", "H", "H", "H", "H", "H", "H", "H", "H", "H", "H", "H", "H", "H", "C", "C", "N", "C", "N", "C", "C", "C", "N", "C", "H", "H", "H", "H", "H", "H", "H", "H", "H", "H", "H", "H", "H"], "coordinates": [[-0.8153, 0.0188, 0.3228], [-2.5170, 2.8504, 1.4687], [-1.3809, 2.4518, 1.6702], [-1.0552, 1.2145, 1.9835], [-0.1653, 3.2840, 1.5269], [-0.1126, 4.5547, 2.0600], [1.0811, 5.2572, 2.0106], [2.1989, 4.7069, 1.4336], [2.1165, 3.4368, 0.8731], [0.9202, 2.6744, 0.8592], [0.7963, 1.5319, 0.2225], [3.2978, 2.9718, 0.1979], [3.9266, 1.6392, 1.1176], [4.1894, 3.6866, -0.0909], [1.1601, 6.6075, 2.5909], [0.1552, 7.0383, 3.1124], [2.2336, 7.1662, 2.5414], [-0.9845, 4.9904, 2.5285], [3.1260, 5.2609, 1.4023], [-0.8597, -3.2385, -0.9994], [-1.5200, -4.6330, -1.1099], [-2.9637, -4.5146, -0.9662], [-3.2440, -4.1121, 0.4049], [-2.3804, -2.8885, 0.7892], [-1.8072, -2.2345, -0.4294], [-2.9088, -2.0890, -1.4257], [-3.4371, -3.4754, -1.8711], [-0.5651, -2.8930, -1.9879], [0.0262, -3.2772, -0.3646], [-1.1491, -5.3090, -0.3387], [-1.2866, -5.0790, -2.0773], [-3.0392, -4.9472, 1.0751], [-4.3076, -3.8806, 0.4869], [-1.5360, -3.1789, 1.4185], [-2.9721, -2.1655, 1.3296], [-2.5255, -1.5209, -2.2762], [-3.7025, -1.5148, -0.9574], [-3.1028, -3.7212, -2.8802], [-4.5277, -3.4771, -1.8782], [-0.0515, -0.4322, -2.6943], [0.7331, -1.0652, -3.5802], [1.6783, -1.7648, -2.8668], [1.3915, -1.4817, -1.5320], [0.3466, -0.6653, -1.4254], [-0.8084, 0.2090, -2.8611], [0.5703, -0.9772, -4.6420], [2.4610, -2.3887, -3.2618], [1.8781, -1.8650, -0.6488], [6.1248, -3.3214, 1.0734], [6.0184, -2.3765, 2.0852], [5.2008, -1.2720, 1.9215], [4.4996, -1.0870, 0.7270], [4.6285, -2.0340, -0.2937], [5.4285, -3.1515, -0.1120], [3.3666, 0.2972, 0.5368], [2.0833, -0.1437, 1.8117], [2.5707, 0.2570, 3.0588], [1.9092, -0.0300, 4.2498], [0.7248, -0.7324, 4.2406], [0.1906, -1.0936, 3.0143], [0.8167, -0.7609, 1.8127], [3.4214, 0.6963, -1.2614], [2.4666, 1.2690, -2.0986], [2.8240, 1.7417, -3.3490], [4.1404, 1.6741, -3.7838], [5.1068, 1.1578, -2.9395], [4.7575, 0.6819, -1.6842], [6.7608, -4.1864, 1.2067], [6.5755, -2.4994, 3.0039], [5.1367, -0.5481, 2.7191], [4.1232, -1.8898, -1.2401], [5.5230, -3.8803, -0.9058], [3.4802, 0.8326, 3.1219], [2.3441, 0.3026, 5.1829], [0.2134, -0.9795, 5.1605], [-0.7582, -1.6142, 2.9757], [0.2876, -1.3837, 0.9947], [1.4609, 1.4027, -1.7454], [2.0689, 2.1936, -3.9800], [4.4162, 2.0494, -4.7603], [6.1446, 1.1369, -3.2442], [5.5463, 0.3231, -1.0380], [-4.3030, 1.6402, -2.6224], [-2.8402, 1.9009, -2.3151], [-2.4480, 1.2605, -1.0217], [-3.4593, 0.7826, -0.1432], [-2.9367, 0.0629, 0.8032], [-3.7166, -0.0355, 2.0417], [-5.1746, -0.2864, 1.6840], [-5.6890, 0.8273, 0.7849], [-4.7316, 1.1161, -0.2927], [-5.1504, 1.9661, -1.4063], [-4.4600, 0.5938, -2.8952], [-4.6017, 2.2525, -3.4725], [-2.6638, 2.9724, -2.2217], [-2.2099, 1.5459, -3.1322], [-2.0577, 2.0383, -0.4804], [-3.5975, 0.9018, 2.5874], [-3.3115, -0.8279, 2.6664], [-5.7881, -0.3223, 2.5832], [-5.2740, -1.2522, 1.1810], [-5.8396, 1.7470, 1.3552], [-6.6374, 0.5549, 0.3223], [-5.0735, 3.0217, -1.1279], [-6.1991, 1.7462, -1.5999]], "lowdin_spin": [0.85, 0.00, 0.00, 0.02, 0.00, 0.00, 0.00, 0.02, 0.05, 0.00, 0.01, 0.39, 0.09, 0.41, 0.00, 0.00, 0.00, 0.00, 0.00, 0.00, 0.00, 0.00, 0.00, 0.00, 0.00, 0.00, 0.00, 0.00, 0.00, 0.00, 0.00, 0.00, 0.00, 0.00, 0.00, 0.00, 0.00, 0.00, 0.00, 0.01, 0.00, 0.00, 0.01, 0.02, 0.00, 0.00, 0.00, 0.00, 0.00, 0.00, 0.00, 0.00, 0.00, 0.00, 0.00, 0.00, 0.00, 0.00, 0.00, 0.01, 0.02, 0.01, 0.01, 0.00, 0.00, 0.00, 0.00, 0.00, 0.00, 0.00, 0.00, 0.00, 0.00, 0.00, 0.00, 0.00, 0.00, 0.00, 0.00, 0.00, 0.00, 0.00, 0.00, 0.00, 0.00, 0.01, 0.01, 0.00, 0.00, 0.00, 0.00, 0.00, 0.00, 0.00, 0.00, 0.00, 0.00, 0.00, 0.00, 0.00, 0.00, 0.00, 0.00, 0.00, 0.00]}

=====

Entry 2:
{"formula": "C5H13N", "method": "ωB97M-V with the def2-TZVPD basis set", "total_charge": 0, "homo_lumo_gap_ev": 8.77, "homo_ev": -8.03, "elements": ["C", "N", "C", "C", "C", "C", "H", "H", "H", "H", "H", "H", "H", "H", "H", "H", "H", "H", "H"], "coordinates": [[-1.5664, 0.4994, 2.4900], [-1.1124, -0.6276, 1.7138], [-0.4448, 0.3354, -0.9868], [0.7911, -0.0001, -1.6980], [1.1938, 1.1190, -0.6911], [1.2622, -1.3921, -1.3154], [-2.6336, 0.7493, 2.3589], [-1.0397, 1.4196, 2.2017], [-1.3410, 0.3852, 3.5538], [-1.7407, -1.4284, 1.7135], [-1.1625, 0.9067, -1.6134], [-1.0555, -0.4740, 0.6813], [1.0601, 0.3460, -2.6977], [2.1876, 0.9131, -0.2685], [0.6914, 1.3504, 0.2546], [1.3349, 2.0320, -1.2681], [2.2713, -1.5569, -1.6971], [0.5148, -2.0389, -1.7745], [1.1632, -1.5657, -0.2400]], "nbo_charge": [-0.41, -0.91, -0.24, -0.27, -0.68, -0.61, 0.16, 0.18, 0.18, 0.34, 0.16, 0.40, 0.20, 0.29, 0.33, 0.23, 0.20, 0.22, 0.24]}